52
Properties=species:S:1:pos:R:3:nbo_charge:R:1 method="wB97M-V/def2-TZVPD" orbital_gap_ev=9.51 lumo_energy_ev=0.45 e_tot_ha=-1473.246521
S -1.592 -1.173 0.727 2.300
O 3.027 -0.312 -2.444 -0.642
O -2.827 -1.451 1.403 -0.937
O 1.493 2.903 3.660 -0.482
O -1.685 -0.712 -0.633 -0.970
N 0.967 0.218 -1.697 -0.657
N -0.603 -2.530 0.683 -0.862
C 0.877 3.835 4.520 -0.256
C 0.724 0.122 1.498 -0.193
C 1.935 -0.657 -2.031 0.689
C -1.165 3.260 -0.414 -0.610
C 1.587 -2.119 -1.789 -0.504
C 0.310 -2.575 -2.490 -0.408
C 0.730 1.971 3.049 0.343
C 1.409 1.100 2.186 -0.251
C -1.207 -3.646 -0.041 -0.241
C 0.002 2.354 -2.492 -0.398
C -1.326 0.842 2.528 -0.163
C -0.645 0.000 1.673 -0.317
C -0.156 -4.468 -0.797 -0.408
C -0.647 1.829 3.221 -0.316
C 0.019 -4.059 -2.264 -0.386
C -1.287 2.401 -1.668 -0.411
C 1.164 1.647 -1.797 -0.229
H 2.436 -2.715 -2.130 0.226
H 1.679 4.482 4.871 0.207
H -0.448 2.837 0.286 0.195
H 1.473 -2.260 -0.713 0.219
H -0.198 1.845 -3.436 0.208
H 0.411 -2.403 -3.564 0.213
H -1.196 2.481 3.881 0.229
H 0.409 3.342 5.377 0.180
H 0.831 -4.655 -2.687 0.204
H 0.795 -4.387 -0.270 0.204
H -0.895 -4.315 -2.806 0.202
H 2.473 1.224 2.067 0.237
H -0.323 -2.789 1.618 0.397
H -1.588 1.391 -1.388 0.219
H -0.453 -5.518 -0.775 0.214
H 0.062 -0.108 -1.385 0.424
H -2.077 2.815 -2.298 0.200
H -1.771 -4.283 0.649 0.200
H -0.845 4.268 -0.670 0.200
H -1.920 -3.208 -0.741 0.218
H 0.133 4.436 3.990 0.182
H -0.536 -1.987 -2.138 0.217
H 2.086 1.789 -2.367 0.238
H 1.314 2.067 -0.795 0.181
H -2.126 3.322 0.091 0.208
H -2.390 0.712 2.641 0.245
H 1.242 -0.539 0.825 0.244
H 0.315 3.376 -2.722 0.200

---

13
Properties=species:S:1:pos:R:3:nbo_charge:R:1 method="wB97M-V/def2-TZVPD" orbital_gap_ev=7.97 lumo_energy_ev=-1.24 e_tot_ha=-347.861636
O -1.303 2.592 0.271 -0.556
O -2.215 0.579 -0.096 -0.519
N -0.866 -1.494 0.176 -0.850
C -2.067 -0.957 -0.248 0.061
C 1.750 1.104 -0.126 -1.105
C -1.179 1.391 0.052 0.405
B 0.237 0.632 -0.122 1.024
H 2.042 1.239 0.894 0.291
H -3.067 -1.156 0.128 0.191
H 2.521 0.437 -0.370 0.270
H 1.822 2.046 -0.544 0.270
H -0.758 -1.672 1.167 0.357
H -2.302 -0.939 -1.397 0.162

---

193
Properties=species:S:1:pos:R:3:lowdin_charge:R:1 method="wB97M-V/def2-TZVPD" orbital_gap_ev=10.12 lumo_energy_ev=0.53 e_tot_ha=-4827.738188
O -2.515 2.469 -4.213 0.011
O 2.246 7.007 0.751 0.127
O 3.535 -4.728 -1.057 0.029
O -3.889 -2.161 -1.512 0.027
O 1.664 -2.123 -4.923 0.130
O 4.520 0.521 -3.290 0.034
O -2.878 -5.645 -0.229 0.021
O 5.340 4.469 4.070 0.143
O -3.592 -0.232 2.593 -0.008
O 5.007 0.294 2.574 -0.020
O -1.976 -3.934 0.706 0.004
O 3.612 1.331 3.796 0.026
O -1.976 -5.437 5.669 0.018
O 4.280 -6.828 -0.739 0.143
O -1.567 -0.216 3.547 0.134
O 3.400 5.195 3.152 -0.034
O -0.364 -4.493 4.622 0.049
O 0.077 -2.938 -3.545 -0.013
O -0.463 -1.365 -4.863 0.016
O 3.649 -6.054 -2.750 0.002
O -0.784 3.593 -5.138 0.138
O 5.704 2.315 -3.446 0.056
O 3.653 2.430 -2.519 0.112
O -7.063 3.555 -1.342 0.126
O 0.923 7.560 -0.977 0.010
O -2.090 -3.209 5.226 0.125
O 4.632 3.938 1.980 0.007
O -5.185 2.767 -0.404 0.046
O -3.439 -0.029 4.794 0.014
O 0.801 0.898 0.386 -0.146
O -5.719 -1.234 -2.395 0.125
O -3.725 -5.002 1.729 0.145
O -6.334 4.225 0.683 -0.002
O -5.635 -2.043 -0.277 0.004
O 1.303 5.479 -0.604 0.042
O -0.717 2.668 -3.073 -0.003
O 4.373 -0.670 4.512 0.135
C -6.248 3.553 -0.452 -0.620
C 3.408 -0.171 -2.783 -0.045
C 5.931 3.714 -3.372 -0.213
C 1.249 1.265 4.402 -0.051
C -2.753 -0.143 3.630 -0.575
C 4.369 0.245 3.735 -0.610
C 1.662 -0.138 0.883 -0.153
C -3.333 -3.507 -3.466 -0.037
C 1.268 -1.437 0.101 -0.141
C 0.925 8.925 -0.593 -0.044
C -3.177 -2.186 -2.743 -0.214
C -2.944 -4.858 0.833 -0.609
C 2.672 1.565 4.844 -0.180
C 1.566 6.706 -0.193 -0.618
C -1.791 -0.216 -6.434 -0.052
C 5.139 -4.331 0.737 -0.048
C -3.393 2.703 -5.312 -0.225
C -0.356 -0.501 -6.007 -0.174
C 3.808 -7.375 -3.245 -0.051
C 6.875 4.096 -4.509 -0.059
C 0.940 -3.691 -2.706 -0.019
C -5.154 -1.777 -1.474 -0.622
C -3.524 1.313 -1.398 -0.034
C 5.791 -0.824 2.199 -0.036
C -4.044 4.064 -5.303 -0.056
C 3.822 -5.966 -1.425 -0.622
C 2.976 5.945 4.283 -0.032
C -1.552 -4.285 5.149 -0.604
C -3.544 -7.440 -1.629 -0.066
C 0.325 -3.379 4.031 -0.178
C -0.391 0.244 -0.027 -0.189
C 3.648 -4.413 0.329 -0.184
C 1.756 -3.807 3.708 -0.046
C -2.668 -0.019 5.985 -0.243
C 0.536 -2.163 -4.503 -0.618
C 4.568 1.822 -3.017 -0.603
C -4.805 2.092 -1.598 -0.203
C 5.603 2.710 0.235 -0.036
C -1.294 2.982 -4.234 -0.606
C -3.078 -5.387 6.540 -0.058
C -2.488 1.321 6.676 -0.058
C -7.408 5.143 0.861 -0.033
C 4.558 4.503 3.167 -0.614
C 1.168 3.853 1.151 -0.043
C -2.226 -2.755 1.474 -0.044
C -7.003 -1.758 -0.034 -0.040
C 5.917 3.514 1.506 -0.175
C -3.725 -6.795 -0.262 -0.208
C 0.695 2.723 -2.960 -0.041
C -4.974 0.093 2.782 -0.009
C 2.018 4.400 0.017 -0.186
C 0.073 -0.992 -0.747 -0.146
H 4.830 -7.744 -3.198 0.099
H 0.547 -3.728 -1.694 0.092
H 0.993 3.737 -2.681 0.094
H 2.113 -1.707 -0.534 0.078
H 3.569 -7.347 -4.310 0.094
H 0.176 -1.022 -6.802 0.130
H -4.382 -3.716 -3.692 0.083
H -4.677 2.815 -2.410 0.112
H 3.458 -1.185 -3.178 0.092
H -5.092 1.171 2.673 0.105
H 2.928 0.987 5.731 0.126
H 4.840 3.261 -0.304 0.064
H -2.339 0.106 -5.549 0.063
H 3.221 5.374 5.181 0.089
H -7.254 -0.744 -0.338 0.099
H -8.385 4.667 0.815 0.097
H 2.436 0.233 -3.076 0.084
H -0.250 -3.014 3.184 0.099
H -4.748 -6.453 -0.119 0.128
H 5.163 -1.693 2.006 0.074
H -2.772 -3.553 -4.398 0.079
H -3.322 4.878 -5.215 0.083
H 3.181 -5.233 0.876 0.121
H -3.602 1.002 -0.350 0.087
H 0.462 -0.767 -1.742 0.108
H 2.994 4.715 0.378 0.102
H 5.469 -3.330 0.441 0.061
H -3.207 -0.728 6.618 0.124
H 1.541 -0.216 1.969 0.099
H 6.439 3.884 -5.481 0.080
H 6.252 4.071 -2.394 0.116
H 3.384 -0.217 -1.690 0.088
H 6.545 2.549 -0.290 0.085
H 0.838 4.724 1.727 0.080
H -0.824 1.007 -0.683 0.105
H 1.923 -3.219 -2.706 0.084
H -1.833 1.218 7.537 0.080
H 6.466 3.023 2.312 0.122
H -2.473 -3.016 2.506 0.089
H -2.885 2.480 -6.250 0.108
H -3.049 -4.476 7.147 0.093
H 1.046 2.026 -2.203 0.073
H 3.515 6.892 4.291 0.098
H 0.444 -2.619 4.802 0.126
H 1.896 -4.830 3.360 0.078
H 1.911 6.132 4.194 0.092
H -2.673 1.984 -1.492 0.062
H -3.385 -7.533 0.466 0.130
H -1.093 0.095 0.800 0.114
H 6.310 -0.532 1.288 0.094
H -5.631 1.464 -1.942 0.120
H -2.519 -7.786 -1.770 0.079
H -7.185 -1.891 1.031 0.091
H 4.987 4.237 -3.546 0.125
H -4.043 -5.319 6.031 0.099
H -3.373 0.484 -2.079 0.068
H 5.230 1.721 0.503 0.062
H 1.031 -4.710 -3.079 0.099
H -5.449 -0.341 1.900 0.074
H -3.341 -1.305 -3.364 0.114
H 7.846 3.610 -4.398 0.077
H 6.486 4.433 1.326 0.130
H -4.776 4.191 -4.505 0.072
H -7.664 -2.474 -0.525 0.101
H 2.708 0.150 0.759 0.109
H 1.056 -2.301 0.733 0.095
H -7.274 5.609 1.833 0.091
H -2.119 2.023 5.927 0.078
H -3.095 -2.258 1.041 0.090
H 0.940 1.743 3.474 0.069
H -2.332 -0.975 -6.992 0.082
H 2.150 3.621 -0.732 0.092
H 5.769 -5.068 0.252 0.076
H -4.101 -8.380 -1.628 0.079
H 1.697 3.212 1.851 0.065
H -0.711 -1.743 -0.844 0.094
H 3.204 -3.457 0.583 0.093
H -3.452 1.680 7.040 0.074
H -1.378 -2.078 1.452 0.069
H 5.275 -4.334 1.819 0.082
H 0.806 9.520 -1.493 0.092
H -1.683 -0.487 5.942 0.111
H 0.116 0.427 -5.693 0.124
H 1.100 0.193 4.257 0.064
H -4.562 4.233 -6.249 0.084
H -2.127 -2.047 -2.481 0.097
H 3.068 -8.045 -2.811 0.101
H 6.567 -1.105 2.911 0.104
H -3.858 -6.758 -2.415 0.070
H 1.199 2.527 -3.908 0.096
H 2.139 -3.100 2.970 0.059
H -4.184 1.958 -5.208 0.127
H -3.091 -6.234 7.220 0.093
H 2.794 2.633 5.027 0.117
H 1.842 9.198 -0.072 0.090
H -7.262 5.910 0.098 0.100
H 2.376 -3.716 4.600 0.080
H 7.137 5.154 -4.462 0.078
H -5.425 -0.379 3.648 0.101
H 0.102 9.110 0.100 0.097
H -3.000 -4.336 -2.837 0.068
H 0.586 1.563 5.217 0.077
H 0.265 3.407 0.739 0.074
H -1.690 0.648 -7.099 0.080